1.
Here is a 2-piece molecular cluster, H4NP overall from the OMol25 dataset. Energies are from ωB97M-V/def2-TZVPD.

Structure (XYZ):
```
6
Properties=species:S:1:pos:R:3:forces:R:3
N 0.5843 -0.5094 -0.2403 2.34 2.50 -4.33
P -0.7691 0.3257 0.2912 -3.23 -1.85 1.33
H 0.7152 0.2289 -1.6099 -0.42 -2.96 4.31
H 0.2914 -1.4374 -0.4242 -0.06 -1.27 -1.02
H -0.1405 1.4691 0.2584 1.19 2.81 0.71
H -0.6812 -0.0770 1.7249 0.18 0.76 -1.00
```
Forces are in eV/Å.

Results
frontier orbital gap = 8.24 eV
energy relative to the best compared isomer or geometry (same formula, charge and spin) = 66.5 kcal per mole

So, what does the natural (NBO) scheme give us? The charges, in e, come out as:
1 N -1.042
2 P 0.506
3 H 0.318
4 H 0.355
5 H -0.075
6 H -0.062


2.
Here is a 2-piece molecular cluster, H4NPS overall from the OMol25 dataset. Energies are from ωB97M-V/def2-TZVPD.

Structure (XYZ):
```
7
Properties=species:S:1:pos:R:3:forces:R:3
N 1.7667 1.4992 0.1617 0.54 -2.24 0.34
P 0.4277 0.9741 -0.5151 0.67 0.52 1.04
S -3.0187 0.2489 0.3282 -0.38 -1.99 0.24
H -2.1298 0.9775 -0.3129 -0.30 1.06 0.01
H 2.5205 0.7109 0.1890 -1.45 1.87 -0.71
H -0.4825 1.9791 0.0509 0.57 -0.05 -0.66
H -3.8720 1.0731 0.9312 0.37 0.83 -0.25
```
Forces are in eV/Å.

Results
frontier orbital gap = 8.91 eV
energy relative to the best compared isomer or geometry (same formula, charge and spin) = 46.2 kcal per mole

So, what does the natural (NBO) scheme give us? The charges, in e, come out as:
1 N -1.039
2 P 0.773
3 S -0.286
4 H 0.130
5 H 0.372
6 H -0.105
7 H 0.155


3.
Here is a 2-piece molecular cluster, H4NS overall from the OMol25 dataset. Energies are from ωB97M-V/def2-TZVPD.

Structure (XYZ):
```
6
Properties=species:S:1:pos:R:3:forces:R:3
N 1.4167 0.1399 -0.1812 -0.02 0.74 -0.32
H 1.8428 0.3694 0.7078 -0.12 -0.36 0.00
H 1.1146 -0.8093 -0.2448 0.17 -0.69 0.32
H 0.5739 0.6857 -0.2773 -0.05 0.32 -0.01
S -2.8984 0.0646 -0.4460 -0.15 0.12 -0.20
H -2.0496 -0.4504 0.4415 0.17 -0.12 0.21
```
Forces are in eV/Å.

Results
2S+1 = 2
frontier orbital gap (alpha / beta) = 10.93 / 7.19 eV
expectation value of S² = 0.75
energy relative to the best compared isomer or geometry (same formula, charge and spin) = 1.2 kcal per mole

So, what does the natural (NBO) scheme give us? The charges, in e, come out as:
1 N -1.073
2 H 0.361
3 H 0.355
4 H 0.356
5 S -0.088
6 H 0.088


4.
Here is H4O14S3Zn as an isolated structure from the OMol25 dataset. Energies are from ωB97M-V/def2-TZVPD.

Structure (XYZ):
```
22
Properties=species:S:1:pos:R:3:forces:R:3
Zn 0.1861 -0.2349 -0.0308 1.01 0.68 0.35
S -0.0304 1.8420 1.6223 1.72 0.86 1.19
O 1.1643 1.1076 1.1599 2.85 -0.20 0.85
O 0.0889 3.2596 1.2909 -0.50 0.27 0.27
O -0.9958 1.1084 0.8202 -4.55 0.39 -0.68
O -0.2934 1.6036 3.0490 -0.07 0.35 0.51
S -0.8510 0.0212 -2.3370 1.90 0.59 -2.53
O -0.1611 -0.3715 -3.5635 0.04 -0.85 -0.80
O -0.9499 -1.0583 -1.3626 -1.93 -4.18 0.78
O 0.0172 0.9163 -1.5867 1.62 3.25 -0.50
O -2.1166 0.5920 -2.6357 -3.05 1.10 -0.54
S 3.0878 -1.0734 -1.2401 -3.04 -2.35 0.15
O 3.0938 -1.9809 -2.4057 0.19 0.65 0.92
O 1.8267 -1.1681 -0.4575 2.56 -1.40 -0.74
O 4.2522 -1.2610 -0.3977 1.08 -0.12 0.60
O 3.2229 0.2969 -1.7343 0.76 2.03 -0.98
O -0.6461 -1.4693 1.3530 -0.04 -1.53 1.08
H -1.5622 -1.7077 1.4951 -0.49 0.36 -0.32
H -0.1734 -1.8967 2.0672 0.37 0.18 0.15
O -3.1719 0.1397 1.7530 -2.05 -1.17 0.92
H -3.6676 0.9586 1.7558 0.17 0.11 -0.11
H -2.3204 0.3759 1.3850 1.48 0.95 -0.57
```
Forces are in eV/Å.

Results
total charge = -3
2S+1 = 2
frontier orbital gap (alpha / beta) = 5.38 / 4.33 eV
expectation value of S² = 0.76
energy relative to the best compared isomer or geometry (same formula, charge and spin) = 0.0 kcal per mole

Here are the natural (NBO) charges for atoms 1 to 8, given in e:
1 Zn 1.753
2 S 2.620
3 O -1.163
4 O -1.061
5 O -1.160
6 O -1.100
7 S 2.633
8 O -1.098


5.
Here is a 2-piece molecular cluster, H4O2 overall from the OMol25 dataset. Energies are from ωB97M-V/def2-TZVPD.

Structure (XYZ):
```
6
Properties=species:S:1:pos:R:3:forces:R:3
H 1.4296 -0.5590 0.4551 0.07 0.74 -0.87
H 1.0661 0.8509 -0.0853 -0.02 -0.14 -0.05
H -1.3558 0.5248 0.4544 -0.19 0.26 0.08
H -1.0727 -0.8209 -0.1121 0.26 -0.50 -0.22
O 1.3989 -0.0100 -0.3621 0.30 -0.70 0.94
O -1.4662 0.0142 -0.3500 -0.43 0.34 0.12
```
Forces are in eV/Å.

Results
frontier orbital gap = 11.66 eV
energy relative to the best compared isomer or geometry (same formula, charge and spin) = 7.7 kcal per mole

So, what does the natural (NBO) scheme give us? The charges, in e, come out as:
1 H 0.462
2 H 0.470
3 H 0.455
4 H 0.467
5 O -0.932
6 O -0.922


6.
Here is a 2-piece molecular cluster, H4O2 overall from the OMol25 dataset. Energies are from ωB97M-V/def2-TZVPD.

Structure (XYZ):
```
6
Properties=species:S:1:pos:R:3:forces:R:3
H -1.6081 0.2890 -1.1668 -0.34 -0.09 0.07
H -1.4564 -0.8845 -0.1160 -0.38 0.03 -0.23
H 0.2342 0.2050 0.2851 1.67 0.13 0.34
H 1.2162 0.4731 1.4986 0.01 -0.11 -0.49
O -0.9972 -0.2150 -0.6287 -0.11 -0.17 -0.20
O 1.1990 0.2047 0.5661 -0.85 0.21 0.51
```
Forces are in eV/Å.

Results
frontier orbital gap = 11.07 eV
energy relative to the best compared isomer or geometry (same formula, charge and spin) = 5.4 kcal per mole

So, what does the natural (NBO) scheme give us? The charges, in e, come out as:
1 H 0.493
2 H 0.490
3 H 0.485
4 H 0.454
5 O -0.940
6 O -0.982